This record from OMol25 describes a single C7H12 molecule. The level of theory is the ωB97M-V functional and the def2-TZVPD basis.

**LUMO energy (spin up / spin down)**: 0.1 / 0.6 eV
**HOMO energy (spin up / spin down)**: -7.5533 / -8.0867 eV
**Kohn-Sham gap (spin up / spin down)**: 7.620 / 8.697 eV
**2S+1**: 1
**Total energy**: -7447.04397 eV
**SMILES**: CC(C)=C1C[C@H]1C

Cartesian coordinates (Å):
1 C -0.32497 0.00287 -0.39686
2 C 1.41456 0.01214 0.29318
3 C -1.20073 1.19912 -0.22323
4 C -1.65905 -0.21037 0.17197
5 C 1.97270 -1.17478 0.88256
6 C 2.21495 1.12381 -0.28272
7 C -2.71648 -0.86672 -0.58577
8 H -1.20033 1.95551 0.51361
9 H -1.55873 1.68319 -1.11498
10 H -1.72050 -0.31965 1.36082
11 H 2.84795 -1.55235 0.20540
12 H 2.50739 -0.97844 1.87713
13 H 1.37072 -2.04282 1.04980
14 H 3.32938 0.79710 -0.41205
15 H 1.85572 1.39047 -1.35626
16 H 2.11770 1.94192 0.46416
17 H -2.96295 -1.86978 -0.61521
18 H -2.63712 -0.56356 -1.56010
19 H -3.65020 -0.52767 -0.27146

Cartesian forces, eV/Å:
5.634 1.054 3.003
-6.364 0.221 -2.756
-0.314 -0.808 -1.263
0.949 -0.130 3.630
3.522 -1.099 0.201
1.137 -0.496 -1.155
-0.688 0.702 0.503
0.814 0.366 1.206
-0.539 -0.351 -0.637
0.197 0.082 -2.610
-1.162 0.494 1.000
-0.688 0.080 -1.157
-0.902 -0.126 -0.014
-1.788 0.729 0.443
0.421 -0.101 2.148
0.385 0.051 -0.909
0.921 -2.688 0.419
0.212 0.708 -2.746
-1.746 1.314 0.695